(1)
This record from OMol25 describes a cluster of 5 separate species, C20H55N5O5 in total at a distorted geometry. The level of theory is ωB97M-V/def2-TZVPD.

Values from the calculation:
Total charge: 0
HOMO energy, eV: -8.8
Gap between HOMO and LUMO, eV: 9.6
ΔE to the lowest compared entry with this formula, charge and spin, kJ/mol: 193.3
Electronic energy, eV: -39315.5974
Lowest unoccupied orbital energy, eV: 0.763

```
85
C20H55N5O5 (ωB97M-V/def2-TZVPD)
O 6.32992 1.17232 1.01750
O -1.56523 1.25964 1.20126
O 0.02158 -0.32592 -4.58467
O -1.78109 -5.69654 -2.85449
O -5.50469 3.42701 6.78471
N -1.34268 1.72171 -2.39582
N -2.58132 1.17498 6.08585
N 2.84652 1.63026 0.01118
N 2.73077 1.60016 -6.12137
N 0.61242 -6.08801 -0.06351
C -0.76819 -0.35233 -1.30877
C 5.29540 1.82617 0.30596
C 4.10966 0.87372 0.21394
C 4.24067 -0.05310 -1.00120
C -3.50552 2.06000 6.80351
C -1.69916 2.24057 2.20584
C -1.06383 1.79897 -0.00524
C -0.67048 -6.25526 -2.19469
C 2.22847 1.53157 -3.74944
C -6.29663 2.91642 7.81815
C -1.57478 0.94743 -1.16977
C 7.41988 1.99072 1.24066
C -2.45285 -6.62098 -3.69138
C -1.30921 -0.69544 -4.83953
C -0.25692 -5.34332 -1.04503
C 0.44226 -4.07204 -1.44453
C -4.74712 2.44653 6.06739
C 1.95633 0.88427 -5.12038
C 0.46862 0.72688 -5.39644
C -2.65729 3.29255 7.23691
H -0.37780 -3.45066 -1.82590
H -1.78377 -6.90227 -4.50370
H 1.89553 0.87555 -2.94314
H 2.05343 1.00780 0.03520
H 0.65277 -7.09058 -0.19329
H 0.03345 1.80885 -0.09380
H -0.76620 2.66975 2.57290
H -2.57241 0.99511 5.10015
H -1.63369 1.20189 -3.20843
H -0.70987 -1.03701 -0.45705
H 4.58514 0.53263 -1.84930
H -1.32199 2.84961 -0.17174
H -3.34373 -6.17029 -4.13019
H 1.30311 -4.20758 -2.09472
H 0.27229 -0.16676 -1.59073
H 0.27022 0.48224 -6.45070
H 2.34790 -0.13757 -5.00115
H -3.20432 3.99241 7.87350
H 8.19408 1.60555 1.91542
H -1.15041 -5.11300 -0.46094
H 0.13688 -6.38795 -2.92841
H -6.88412 3.72023 8.26557
H -4.53313 3.03716 5.17051
H 3.29309 1.69057 -3.60636
H 3.96306 0.37185 1.17195
H 5.61553 2.27955 -0.63408
H -2.64733 0.77257 -1.10652
H -2.46850 2.99086 1.99192
H -1.66345 1.30839 6.46514
H 2.49227 1.30084 -7.06326
H 7.13738 2.90406 1.79233
H -1.81297 2.97519 7.85005
H -2.86490 -7.41601 -3.06539
H -2.18490 1.70186 3.02777
H -1.57316 -1.59113 -4.27688
H 4.96878 2.64896 0.96225
H 1.60941 2.43159 -3.73367
H -0.89175 -7.26026 -1.81336
H -3.82021 1.53593 7.71422
H 3.72453 1.42968 -6.05033
H -1.99451 0.06738 -4.45696
H 0.78700 -3.49131 -0.58630
H -6.99548 2.12608 7.52259
H 0.21628 -5.90632 0.84802
H -0.36427 1.96393 -2.49547
H -0.05798 1.67721 -5.22739
H 7.99871 2.24213 0.34100
H -5.69302 2.53124 8.65244
H 2.76077 2.37433 0.69127
H -1.15206 -0.94834 -2.13823
H 3.28252 -0.54592 -1.15648
H -2.32847 3.80157 6.33218
H -5.31995 1.58315 5.71743
H 5.00522 -0.80537 -0.79232
H -1.41047 -0.87827 -5.91418
```


(2)
This record from OMol25 describes a cluster of 6 separate species, C20H56N4O6 in total at a distorted geometry. The level of theory is ωB97M-V/def2-TZVPD.

Values from the calculation:
Total charge: 0
HOMO energy, eV: -9.0
Gap between HOMO and LUMO, eV: 9.5
ΔE to the lowest compared entry with this formula, charge and spin, kJ/mol: 225.6
Electronic energy, eV: -39889.3477
Lowest unoccupied orbital energy, eV: 0.468

```
86
C20H56N4O6 (ωB97M-V/def2-TZVPD)
O 9.40860 15.38639 17.16529
O 6.91446 14.58774 13.86464
O 10.82050 19.01557 13.53983
O 7.36510 7.72146 13.81953
O 12.08039 11.60360 9.77110
O 9.02752 12.44449 13.66784
N 10.52974 13.20316 6.84144
N 13.40936 19.59093 14.36540
N 8.74565 10.29270 11.60936
N 9.48318 12.85149 18.84983
C 10.52949 12.25038 7.93429
C 7.09070 13.10747 19.09412
C 9.60583 12.12841 14.87707
C 8.29803 8.28675 12.92725
C 4.72751 13.30839 13.87576
C 7.80378 6.75638 14.66206
C 10.80884 17.60666 13.49824
C 8.26746 13.45607 18.21064
C 12.01900 12.27074 8.57547
C 11.81677 12.39697 10.93834
C 10.94626 19.52434 14.81261
C 7.64932 9.41738 12.07446
C 10.26668 10.87489 7.32986
C 5.79297 14.13920 13.10581
C 8.36413 14.90094 18.05901
C 9.98180 16.62799 17.52972
C 12.69844 20.10412 16.58730
C 6.86293 8.90216 10.94100
C 10.98905 11.50170 14.78952
C 12.40490 19.28152 15.33937
H 9.84212 12.52027 8.76858
H 6.23862 9.73616 10.46756
H 13.03805 19.23868 13.46650
H 5.05022 12.31736 14.13209
H 10.68786 17.29568 12.46658
H 6.19826 13.57484 12.25626
H 11.69413 17.13351 13.92272
H 10.86486 16.86406 16.98869
H 11.64555 12.24233 14.33650
H 3.87507 13.27970 13.18053
H 7.02366 6.59413 15.41775
H 8.72682 7.11324 15.12195
H 7.67328 14.00161 13.74640
H 11.98245 19.85477 17.38105
H 6.16137 8.17516 11.26940
H 10.26569 14.08741 7.22283
H 6.99093 11.96937 19.00723
H 8.48219 15.29162 19.08139
H 4.45332 13.77726 14.82072
H 12.33183 13.33484 10.88000
H 7.42747 15.12142 17.57926
H 10.19410 19.06198 15.50014
H 12.40545 13.25686 8.76261
H 13.44837 20.58203 14.29991
H 10.83742 20.58958 14.70040
H 9.26252 10.85045 6.90024
H 10.96050 10.51316 14.32135
H 10.23451 16.59114 18.58117
H 7.95742 5.79124 14.12141
H 9.81474 13.14796 15.40655
H 8.87850 11.62884 15.57829
H 10.21211 12.71443 18.16952
H 13.74570 20.08707 16.92560
H 9.21182 17.44715 17.48762
H 8.36794 10.92994 10.95242
H 6.92298 9.92217 12.67716
H 6.08753 13.45432 18.70031
H 9.12202 8.66503 13.52886
H 11.37591 11.33449 15.77182
H 10.34827 10.10071 8.02645
H 9.92060 12.98087 6.00564
H 12.21429 11.76100 11.77306
H 9.17691 11.70920 12.99932
H 9.92296 17.19086 14.05009
H 10.72043 12.57353 11.07313
H 9.36203 11.93904 19.23764
H 8.72594 7.47987 12.38615
H 7.40947 8.45304 10.11358
H 5.29641 15.01736 12.71526
H 12.36911 21.15464 16.35870
H 9.45363 9.81590 11.11405
H 8.16470 13.03131 17.22024
H 11.06226 10.84925 6.53266
H 12.52507 18.20288 15.54645
H 12.65454 11.71537 7.88456
H 7.18237 13.53001 20.10060
```